[1]
Formula: C35H34CdN7O3PS
Source: OMol25
Level of theory: ωB97M-V/def2-TZVPD

Last column: Löwdin charge in e.
Element x y z (Å)
Cd -0.05321 -0.45831 0.26666  1.35
O 2.34028 -1.49926 3.66667  0.00
C 1.47658 -1.30216 2.80556  -0.52
N 1.59704 -0.91018 1.53944  -0.03
C 2.82519 -0.64282 0.91776  -0.22
C 4.05363 -1.05365 1.44359  -0.03
C 5.24694 -0.77566 0.79819  -0.10
C 5.23566 -0.08690 -0.40008  -0.11
C 4.03184 0.31980 -0.95490  -0.04
C 2.80905 0.06933 -0.32061  -0.23
N 1.55866 0.50396 -0.82066  -0.02
C 1.43655 1.29710 -1.88399  -0.54
O 2.28946 1.70561 -2.68272  0.00
C 0.05216 1.88574 -2.07748  -0.22
C 0.00534 3.18336 -2.59398  -0.01
C -1.21602 3.78799 -2.80365  -0.06
C -2.36603 3.06754 -2.50713  -0.08
C -2.22518 1.79372 -1.99340  -0.17
N -1.04856 1.20099 -1.76731  0.07
C 0.03230 -1.48405 3.24845  -0.22
C -0.22942 -1.45888 4.61677  -0.02
C -1.52628 -1.63528 5.05973  -0.06
C -2.52020 -1.87736 4.12011  -0.07
C -2.17033 -1.89115 2.78170  -0.16
N -0.92938 -1.68236 2.34189  0.04
H 4.05650 -1.59080 2.37625  0.09
H 6.18212 -1.10322 1.23613  0.10
H 6.16158 0.13737 -0.91566  0.09
H 4.03251 0.85393 -1.88774  0.09
H 0.94047 3.67045 -2.82832  0.12
H -1.27801 4.79771 -3.18885  0.11
H -3.35005 3.48331 -2.67523  0.11
H -3.11252 1.22424 -1.74828  0.10
H 0.60124 -1.30229 5.28985  0.12
H -1.76259 -1.58533 6.11504  0.11
H -3.54368 -2.05193 4.42258  0.10
H -2.91850 -2.06586 2.01952  0.09
C -1.57204 1.97912 3.38447  -0.26
P -0.89352 1.79514 1.68258  0.88
C -1.70554 3.25389 0.90351  -0.26
C 0.81406 2.40701 1.91001  -0.40
C 1.58617 1.99152 2.99231  -0.11
C 2.92617 2.33553 3.07483  -0.07
C 3.51170 3.10434 2.08022  -0.08
C 2.75278 3.52077 0.99692  -0.07
C 1.41476 3.17094 0.91055  -0.11
H -1.16031 1.22726 4.05505  0.02
H -2.65369 1.84389 3.34537  0.04
H -1.34381 2.97510 3.76469  0.05
H -1.36822 4.17666 1.37573  0.06
H -2.78377 3.14859 1.03183  0.05
H -1.49864 3.29302 -0.16621  -0.01
H 1.15238 1.37533 3.77111  0.09
H 3.51843 1.98172 3.90873  0.11
H 4.55983 3.36635 2.14196  0.10
H 3.20828 4.10202 0.20503  0.11
H 0.83943 3.48431 0.04749  0.08
C -5.45539 -2.05796 -1.85822  -0.08
N -4.64215 -1.38551 -0.86402  0.02
C -3.29457 -1.20723 -0.94206  -0.64
N -2.71307 -1.54096 -2.13008  0.19
O -2.65881 -0.76865 0.02167  -0.09
H -6.46266 -2.16548 -1.46636  0.09
H -5.06414 -3.05143 -2.09049  0.09
H -5.51915 -1.47741 -2.78229  0.08
H -5.03056 -1.22410 0.04777  0.14
H -3.29160 -1.62631 -2.94871  0.10
H -1.81405 -1.09747 -2.27210  0.08
S -0.92713 -4.77995 -1.96512  1.04
C -0.49691 -3.63568 -0.73203  -0.47
N 0.26739 -2.66803 -1.09356  0.00
C 0.59148 -2.75721 -2.43919  -0.32
C 1.44204 -1.90119 -3.13997  0.01
C 1.62110 -2.11022 -4.49141  -0.06
C 0.99297 -3.17050 -5.15182  -0.08
C 0.19137 -4.06086 -4.46395  -0.10
C -0.00461 -3.84583 -3.10434  -0.48
H -0.86046 -3.76734 0.27916  0.07
H 1.95267 -1.10546 -2.61794  0.09
H 2.26678 -1.44241 -5.04618  0.11
H 1.14784 -3.30245 -6.21465  0.10
H -0.25801 -4.90760 -4.96622  0.11

For the HOMO-LUMO gap, the calculation gives 6.61 eV. The charge is 0. Its spin multiplicity is 1.

---

[2]
Formula: C35H34ClNORuSi2
Source: OMol25
Level of theory: ωB97M-V/def2-TZVPD

Last column: Löwdin charge in e.
Element x y z (Å)
C -1.12041 -0.42267 1.29157  -0.13
C -1.67388 0.22178 0.13458  -0.21
C -1.69415 -0.74534 -0.94641  -0.27
H -2.09671 1.22010 0.10276  0.11
C -1.00697 -1.92830 -0.47361  -0.19
C -0.72030 -1.73311 0.92190  -0.12
H -0.28660 -2.47238 1.58139  0.11
H -1.03713 0.02016 2.28111  0.12
H -2.18443 -0.63117 -1.90360  0.10
H -0.84269 -2.83254 -1.04739  0.11
Ru 0.31690 -0.20182 -0.72854  1.21
Si 1.51694 0.20056 -6.83704  0.71
C 1.44772 1.73718 -7.90765  -0.33
C 2.42221 2.14288 -8.84872  -0.08
H 3.39517 1.63617 -8.88210  0.11
C 2.12155 3.15857 -9.77294  -0.08
H 2.82656 3.37421 -10.58839  0.11
C 0.90934 3.86848 -9.68648  -0.08
H 0.66915 4.65200 -10.41567  0.11
C -0.00628 3.54572 -8.67076  -0.09
H -0.94183 4.10119 -8.56464  0.10
C 0.24269 2.45052 -7.83335  -0.16
H -0.51180 2.11346 -7.11427  0.07
C 1.77850 -1.12581 -8.09852  -0.34
C 0.93129 -1.01277 -9.22378  -0.10
H 0.47485 -0.04025 -9.45178  0.10
C 0.66015 -2.13882 -10.00750  -0.08
H -0.07021 -2.05595 -10.81485  0.11
C 1.33550 -3.33742 -9.75421  -0.09
H 1.11665 -4.22424 -10.36417  0.11
C 2.31509 -3.39160 -8.74411  -0.09
H 2.90173 -4.30509 -8.59968  0.10
C 2.55791 -2.28066 -7.91714  -0.10
H 3.32955 -2.26933 -7.13764  0.10
H 0.18835 -0.20348 -6.33309  0.01
Si 0.50377 0.24953 -2.96758  0.20
C -0.17584 -1.33230 -3.84690  -0.34
C -1.41187 -1.32678 -4.52023  -0.12
H -1.91808 -0.37619 -4.70510  0.11
C -2.00186 -2.53290 -4.92944  -0.06
H -2.95812 -2.50814 -5.46210  0.11
C -1.39810 -3.75903 -4.62131  -0.07
H -1.88642 -4.70508 -4.89623  0.11
C -0.18190 -3.77126 -3.92276  -0.08
H 0.29173 -4.72100 -3.64998  0.11
C 0.41336 -2.56124 -3.53417  -0.14
H 1.31712 -2.56670 -2.91614  0.09
C -0.49179 1.76475 -3.53164  -0.32
C -1.68095 2.06787 -2.85795  -0.12
H -1.90509 1.57571 -1.91084  0.05
C -2.59183 2.99037 -3.38206  -0.07
H -3.54425 3.15883 -2.87582  0.11
C -2.27913 3.67877 -4.55512  -0.06
H -2.99520 4.36731 -5.00637  0.11
C -1.03141 3.48040 -5.15289  -0.08
H -0.79940 4.03829 -6.06039  0.10
C -0.12245 2.54952 -4.63260  -0.11
H 0.85455 2.40241 -5.10860  0.08
H 2.52492 0.27060 -5.74560  -0.06
Cl 2.53518 0.60624 -3.11788  0.33
O 2.29453 -1.18153 -0.27966  -0.20
C 2.71221 -0.98609 1.10527  -0.13
C 2.35979 0.41806 1.48243  -0.24
C 2.95449 1.08089 2.55944  0.01
C 2.50543 2.34941 2.91417  -0.02
C 1.47101 2.92067 2.17053  -0.03
C 0.94684 2.22575 1.08086  -0.09
N 1.40592 1.00141 0.72187  -0.03
H 2.45138 -2.10383 -0.56858  0.13
H 2.19374 -1.72693 1.73928  0.13
H 3.79413 -1.14456 1.14796  0.14
H 3.70713 0.52796 3.12690  0.13
H 2.95678 2.87906 3.75288  0.12
H 1.04826 3.89014 2.43318  0.12
H 0.13752 2.61578 0.45251  0.12

For the HOMO-LUMO gap (alpha / beta), the calculation gives 5.64 / 5.18 eV. The charge is +1. Its spin multiplicity is 6. As for the expectation value of S²: 8.77.

---

[3]
Formula: C35H34ClNOSi2V
Source: OMol25
Level of theory: ωB97M-V/def2-TZVPD

Last column: Löwdin charge in e.
Element x y z (Å)
C -0.97417 -0.40603 1.32975  -0.16
C -1.66750 0.25219 0.26187  -0.20
C -1.77304 -0.67713 -0.82418  -0.22
H -2.09660 1.25934 0.26420  0.11
C -1.09387 -1.88419 -0.45083  -0.19
C -0.59307 -1.71612 0.88437  -0.17
H -0.11192 -2.50177 1.47758  0.11
H -0.83360 -0.00044 2.33458  0.12
H -2.28024 -0.50586 -1.77022  0.10
H -1.01325 -2.77399 -1.07486  0.11
V 0.31768 -0.23743 -0.50570  0.55
Si 1.75500 0.23816 -7.01762  0.72
C 1.59051 1.78981 -8.05824  -0.33
C 2.48299 2.24264 -9.04919  -0.09
H 3.45922 1.76779 -9.16851  0.11
C 2.09602 3.27522 -9.91677  -0.09
H 2.74655 3.56117 -10.74425  0.10
C 0.86811 3.93014 -9.74704  -0.09
H 0.55579 4.73116 -10.42407  0.10
C 0.01186 3.53200 -8.70981  -0.09
H -0.94826 4.03173 -8.54608  0.10
C 0.35914 2.44590 -7.90126  -0.15
H -0.34878 2.07944 -7.14768  0.07
C 1.93965 -1.11524 -8.26720  -0.34
C 1.01754 -1.01699 -9.32547  -0.11
H 0.55974 -0.04750 -9.55764  0.10
C 0.63223 -2.16121 -10.02951  -0.09
H -0.15357 -2.08054 -10.78193  0.10
C 1.25313 -3.38446 -9.75412  -0.10
H 0.92616 -4.28306 -10.28209  0.10
C 2.29869 -3.43840 -8.82034  -0.09
H 2.82456 -4.38053 -8.66161  0.10
C 2.66462 -2.30247 -8.08586  -0.10
H 3.48857 -2.32495 -7.36787  0.10
H 0.42229 -0.13618 -6.44979  0.01
Si 0.38085 0.34082 -3.12736  0.24
C -0.19518 -1.26212 -3.86778  -0.36
C -1.36289 -1.32406 -4.65797  -0.12
H -1.86519 -0.40219 -4.96559  0.10
C -1.92464 -2.56419 -5.00258  -0.09
H -2.83274 -2.59658 -5.61222  0.10
C -1.34782 -3.75991 -4.54929  -0.10
H -1.80550 -4.72921 -4.78774  0.10
C -0.18454 -3.69985 -3.76407  -0.10
H 0.27401 -4.61990 -3.39471  0.10
C 0.39090 -2.46747 -3.43098  -0.14
H 1.25984 -2.44324 -2.76569  0.09
C -0.58922 1.80107 -3.70899  -0.33
C -1.81115 2.03825 -3.04558  -0.11
H -2.06186 1.46231 -2.14972  0.06
C -2.71560 2.99248 -3.52138  -0.09
H -3.67275 3.11770 -3.00575  0.10
C -2.41596 3.74898 -4.66690  -0.09
H -3.15423 4.45166 -5.07709  0.10
C -1.17027 3.57190 -5.28560  -0.09
H -0.94822 4.13299 -6.19888  0.09
C -0.24354 2.65194 -4.77620  -0.11
H 0.74172 2.56573 -5.24078  0.09
H 2.79529 0.33154 -5.95453  -0.06
Cl 2.43118 0.59985 -3.27290  0.23
O 2.07113 -1.21796 0.29398  -0.15
C 2.83571 -0.59381 1.34706  -0.13
C 2.30694 0.78718 1.54991  -0.23
C 2.79118 1.58010 2.60232  -0.01
C 2.14393 2.77470 2.90302  -0.05
C 1.05970 3.14679 2.10258  -0.05
C 0.68654 2.36567 1.01238  -0.08
N 1.27739 1.15951 0.75097  0.02
H 2.11041 -2.18716 0.31478  0.13
H 2.73371 -1.17221 2.27610  0.14
H 3.89436 -0.56189 1.05697  0.14
H 3.62386 1.17721 3.18026  0.12
H 2.48271 3.40575 3.72121  0.11
H 0.49228 4.04948 2.32336  0.11
H -0.12803 2.65823 0.34365  0.12

For the HOMO-LUMO gap (alpha / beta), the calculation gives 5.98 / 5.94 eV. The charge is 0. Its spin multiplicity is 4. As for the expectation value of S²: 3.78.

---

Calculated relative energy (zero: lowest compared OMol25 entry of this formula, charge and spin) in order - 58.7 58.7 73.9 kJ/mol
Calculated electronic energy in order - -2870.5712 -2617.8173 -3467.2708 a.u.